1.
{
  "formula": "C3H5ClN4",
  "method": "wB97M-V/def2-TZVPD",
  "symbols": ["C", "C", "C", "N", "N", "N", "N", "Cl", "H", "H", "H", "H", "H"],
  "xyz": [[2.06765, -0.97428, 0.27582], [-1.78537, -0.88361, 0.07200], [-1.74122, 1.54454, 0.06379], [1.10003, -0.40237, -0.07027], [0.15632, 0.46480, 0.23487], [-1.17913, 0.21121, -0.00021], [3.27115, -1.44074, -0.02548], [-3.55350, -0.74441, -0.00208], [-0.85695, 2.13137, -0.15163], [-2.43218, 1.75156, -0.81430], [-2.36544, 1.71779, 0.90977], [3.55822, -1.26050, -1.03728], [3.76041, -2.11537, 0.54500]],
  "forces_ev_per_a": [[1.8, -1.4, 0.3], [-0.5, -3.4, -0.1], [-1.3, 1.0, -3.2], [-4.2, 1.2, 1.2], [4.1, -0.6, -0.3], [-0.6, 1.9, 0.0], [0.0, 1.0, -2.5], [0.5, 0.3, 0.0], [-0.5, 0.9, 0.9], [0.7, -0.6, 0.8], [0.2, 0.2, 1.0], [0.0, -0.7, 2.1], [-0.3, 0.2, -0.2]],
  "total_energy_ha": -796.30145,
  "e_above_lowest_kcal_mol": 159.2,
  "gap_ev": 7.912
}

2.
{
  "formula": "C6H10O2S2",
  "method": "wB97M-V/def2-TZVPD",
  "symbols": ["C", "C", "C", "S", "C", "C", "C", "S", "O", "O", "H", "H", "H", "H", "H", "H", "H", "H", "H", "H"],
  "xyz": [[1.03611, -0.31484, -1.31020], [-0.49984, -0.20765, -0.81637], [-1.30173, -1.45616, -1.30835], [-2.86743, -1.24571, -1.46150], [-0.47362, 0.07965, 0.72694], [-0.19791, -1.16887, 1.73281], [0.39136, 1.18553, 1.34288], [0.67906, 2.48131, 0.09890], [1.81060, 3.27652, 0.41366], [-0.17397, 2.81471, -0.94223], [1.74391, -1.11862, -1.01072], [0.85102, -0.22082, -2.32641], [1.48921, 0.63351, -1.02675], [-0.95718, 0.75283, -1.19098], [-0.72622, -2.33082, -1.64151], [-1.55085, 0.28464, 0.90423], [-0.80695, -1.97416, 1.42386], [-0.55612, -0.78461, 2.73499], [0.87342, -1.41394, 1.82168], [1.23714, 0.72751, 1.83508]],
  "forces_ev_per_a": [[-1.6, 0.9, 1.3], [2.9, -0.7, 0.8], [1.1, 2.2, 0.7], [-1.0, -0.7, -0.2], [-1.8, -1.7, 1.9], [0.0, 2.9, 0.0], [-1.4, 1.4, -4.5], [2.7, -3.6, 5.8], [0.5, 0.9, 0.0], [-2.4, 0.6, -2.0], [-1.1, 0.2, -0.1], [0.7, -0.4, -2.3], [0.4, -0.2, -0.1], [0.5, -1.5, -0.3], [-0.3, 0.2, 0.3], [0.4, 0.2, 0.2], [-0.4, -1.1, -0.2], [0.4, -0.7, -1.0], [-0.5, -0.1, -0.2], [0.8, 1.1, -0.1]],
  "total_energy_ha": -1181.29092,
  "e_above_lowest_kcal_mol": 115.8,
  "gap_ev": [8.255, 8.256]
}

3.
{
  "formula": "CH18NO8S",
  "method": "wB97M-V/def2-TZVPD",
  "symbols": ["N", "C", "S", "O", "O", "H", "H", "H", "H", "H", "H", "O", "H", "H", "O", "H", "H", "O", "H", "H", "O", "H", "H", "O", "H", "H", "O", "H", "H"],
  "xyz": [[2.09258, -0.75979, -0.09392], [0.96653, 0.16066, 0.23974], [-0.57845, -0.64538, -0.22332], [-0.53455, -0.79310, -1.63874], [-1.65751, 0.00167, 0.43125], [2.30031, -1.43880, 0.63986], [2.95344, -0.22404, -0.30623], [1.88217, -1.30873, -0.94002], [1.07292, 1.05495, -0.37025], [0.92226, 0.38326, 1.30357], [-0.40278, -1.86709, 0.34811], [-3.92517, -0.02242, 2.57454], [-4.68270, -0.08739, 1.98255], [-3.16793, -0.14215, 1.99480], [-4.01379, 1.32449, -1.56872], [-3.45213, 1.39135, -0.79111], [-3.61388, 0.63377, -2.10489], [2.40821, -3.13145, -1.54035], [2.86670, -3.97911, -1.57268], [1.52535, -3.34397, -1.86913], [3.62904, 1.12101, -1.43574], [2.99852, 1.04628, -2.16234], [4.39496, 1.53944, -1.85579], [-6.30802, -1.04932, 4.42888], [-7.05303, -1.01987, 3.82308], [-5.55147, -0.72134, 3.93136], [5.08240, 3.76358, -1.39857], [4.46582, 4.49908, -1.33018], [5.38021, 3.61441, -0.49578]],
  "forces_ev_per_a": [[-0.1, 0.1, 0.1], [0.0, -0.3, 0.2], [0.1, 0.0, 0.0], [0.2, -0.3, -0.5], [-0.2, 0.3, 0.3], [0.0, 0.0, 0.0], [0.1, 0.3, -0.2], [0.3, -0.1, 0.0], [-0.2, 0.1, 0.1], [0.2, 0.1, 0.0], [0.0, 0.0, 0.0], [-0.2, -0.1, -0.1], [0.0, 0.1, -0.1], [0.0, 0.0, 0.0], [0.0, 0.0, 0.0], [0.0, 0.0, 0.0], [0.0, 0.0, -0.1], [-0.5, 0.0, 0.1], [0.2, 0.1, 0.0], [0.0, -0.1, -0.2], [-0.4, -0.4, -0.2], [0.1, 0.1, -0.1], [0.1, 0.3, 0.4], [0.0, 0.0, 0.0], [0.0, 0.0, 0.0], [0.1, 0.0, 0.1], [-0.1, -0.2, 0.0], [0.0, 0.1, -0.1], [0.1, 0.1, 0.0]],
  "total_energy_ha": -1103.45512,
  "total_charge": 1,
  "e_above_lowest_kcal_mol": 4.8,
  "gap_ev": 8.933
}

4.
{
  "formula": "CH8N6O4S",
  "method": "wB97M-V/def2-TZVPD",
  "symbols": ["C", "N", "N", "N", "N", "N", "N", "O", "O", "O", "O", "S", "H", "H", "H", "H", "H", "H", "H", "H"],
  "xyz": [[0.78075, -0.00699, 1.30008], [-0.44894, -1.75283, -3.87399], [0.05779, -1.44618, -2.88830], [-0.19368, 0.43975, 2.39418], [0.22894, 0.62696, -0.01083], [0.64534, -1.24737, -1.96844], [2.01914, 0.47624, 1.64197], [-1.16127, -1.51867, -0.23562], [-2.17054, 0.58874, 0.46583], [-1.49839, 0.36724, -1.87535], [0.01702, 1.92661, 0.13745], [-1.42232, -0.14708, -0.50719], [0.74297, -1.05063, 1.16428], [-1.27291, -1.39969, -4.26921], [-0.03567, 0.17653, 3.39797], [-1.07949, 0.13034, 2.02922], [0.74495, 0.43596, -0.86627], [2.06730, 1.44647, 1.90878], [2.94379, -0.04951, 1.42189], [-0.96478, 2.00411, 0.63356]],
  "forces_ev_per_a": [[-1.0, 1.4, 2.4], [-0.8, -2.6, -4.6], [1.3, 1.1, 2.6], [0.7, -0.3, -1.3], [-1.3, -2.3, 0.7], [2.0, 0.1, 1.0], [3.5, -1.2, -0.3], [-0.8, -0.5, 0.0], [-1.5, 0.2, 0.4], [-0.5, -1.0, 1.6], [-2.8, 3.0, 1.5], [0.8, 1.7, -1.5], [0.2, -1.2, -0.5], [-1.2, 0.9, 0.2], [0.3, -0.1, -2.0], [-0.6, 0.0, 0.9], [0.8, 0.1, 0.2], [0.1, -0.1, -0.1], [-2.7, 1.5, 0.4], [3.3, -0.6, -1.7]],
  "total_energy_ha": -1070.41893,
  "e_above_lowest_kcal_mol": 2.4,
  "gap_ev": 10.730
}

5.
{
  "formula": "C3H5NO2S",
  "method": "wB97M-V/def2-TZVPD",
  "symbols": ["N", "C", "C", "S", "C", "O", "O", "H", "H", "H", "H", "H"],
  "xyz": [[-0.04845, -0.37058, -1.52681], [-0.27679, 0.37353, -0.21830], [0.88585, 0.14171, 0.76588], [2.62471, 0.21375, 0.10999], [-1.68562, -0.10710, 0.30771], [-2.49170, 0.84724, 0.48737], [-1.89296, -1.31583, 0.50510], [0.95926, -0.55700, -1.46366], [-0.06203, 0.28622, -2.29444], [-0.41688, 1.43965, -0.39646], [0.76505, -0.82054, 1.27057], [0.83902, 0.85588, 1.59244]],
  "forces_ev_per_a": [[0.9, 0.3, 0.9], [-0.5, -0.9, -0.8], [0.3, -0.2, 0.4], [-0.2, 0.1, -0.1], [0.4, 0.7, 0.4], [-0.4, 0.1, 0.0], [0.1, -0.3, 0.1], [0.0, -0.3, -0.2], [-0.3, 0.4, 0.0], [0.3, 0.1, -0.1], [-0.1, -0.2, -0.3], [-0.3, 0.2, -0.2]],
  "total_energy_ha": -720.71659,
  "total_charge": -2,
  "e_above_lowest_kcal_mol": 18.8,
  "gap_ev": 5.687
}

6.
{
  "formula": "C14H51N5O7",
  "method": "wB97M-V/def2-TZVPD",
  "symbols": ["N", "H", "H", "H", "H", "N", "H", "H", "H", "H", "C", "O", "H", "H", "H", "C", "O", "H", "H", "H", "O", "H", "H", "O", "H", "H", "C", "C", "C", "O", "C", "N", "H", "H", "H", "H", "H", "H", "H", "H", "H", "H", "H", "C", "C", "C", "O", "C", "N", "H", "H", "H", "H", "H", "H", "H", "H", "H", "H", "H", "C", "C", "C", "O", "C", "N", "H", "H", "H", "H", "H", "H", "H", "H", "H", "H", "H"],
  "xyz": [[-1.38002, -1.91308, -4.70903], [-2.04312, -2.33010, -4.07146], [-0.78158, -1.25807, -4.22639], [-1.81476, -1.57808, -5.55690], [-0.73341, -2.65172, -4.94649], [-2.06370, -0.50856, 0.18415], [-1.22468, -0.38413, -0.36418], [-2.69163, -1.12818, -0.30765], [-2.30489, 0.46885, 0.26544], [-1.71423, -0.85120, 1.06765], [-6.02202, -1.74631, -3.05375], [-5.00730, -2.46974, -2.39182], [-5.62004, -0.93071, -3.65484], [-6.64809, -2.31808, -3.73876], [-6.69577, -1.24041, -2.36221], [2.44335, 1.72000, -2.63902], [1.52497, 0.66084, -2.60521], [3.47417, 1.42479, -2.83490], [2.15886, 2.28365, -3.52754], [2.45536, 2.28589, -1.70750], [-5.67166, -2.33916, 2.16417], [-5.48830, -2.35825, 1.22489], [-6.56060, -2.68545, 2.24224], [-2.00639, -5.77271, -2.14787], [-2.54942, -4.98848, -2.06836], [-1.68410, -5.93240, -1.26082], [3.75044, -5.78456, -1.89814], [4.45253, -4.69845, -1.03512], [5.50215, -3.84110, -1.88260], [6.61066, -4.66879, -2.25975], [7.38676, -4.16613, -3.36548], [3.47101, -3.87712, -0.52876], [3.25468, -5.37165, -2.77667], [3.04224, -6.39755, -1.34066], [4.46988, -6.54300, -2.20683], [5.01818, -5.14431, -0.21698], [5.79067, -3.05013, -1.19033], [5.08890, -3.27544, -2.71767], [6.76142, -3.68059, -4.11467], [7.83275, -5.01394, -3.88549], [8.24541, -3.52827, -3.15578], [3.88887, -3.34879, 0.22381], [3.31927, -3.02788, -1.05399], [1.60611, 2.59672, 4.90750], [0.27486, 1.87989, 4.58084], [0.40143, 0.34282, 4.66077], [-0.54669, -0.40150, 4.01677], [-0.26825, -1.82745, 3.93596], [-0.79591, 2.27607, 5.41136], [1.42812, 3.67032, 4.96916], [2.31982, 2.45165, 4.09653], [2.00627, 2.33189, 5.88619], [0.02896, 2.14534, 3.55265], [0.44845, -0.07496, 5.66643], [1.33364, 0.07766, 4.16199], [-0.95043, -2.30602, 3.23333], [-0.42635, -2.35833, 4.87472], [0.72873, -1.99556, 3.52870], [-0.52146, 2.26792, 6.38332], [-1.45877, 1.51452, 5.43893], [-2.93836, 5.16208, -1.50400], [-2.15199, 5.23119, -0.18122], [-2.53397, 6.49290, 0.74045], [-1.63672, 6.56067, 1.85967], [-0.40366, 7.10758, 1.54212], [-2.58100, 4.07953, 0.66321], [-2.55700, 5.99994, -2.08766], [-4.00414, 5.29389, -1.31735], [-2.77818, 4.22938, -2.04484], [-1.07931, 5.25446, -0.37340], [-3.54165, 6.31552, 1.11625], [-2.56126, 7.37566, 0.10163], [0.34154, 7.20106, 2.33208], [-0.64503, 8.09420, 1.14662], [0.09509, 6.52609, 0.76673], [-3.58289, 4.16680, 0.75644], [-2.28708, 4.27649, 1.60921]],
  "forces_ev_per_a": [[0.8, -0.9, 0.1], [-1.0, 0.0, 0.5], [0.1, 1.2, 0.3], [-0.2, 0.5, -0.1], [0.3, -0.6, -0.4], [1.7, 0.7, -0.1], [0.9, -0.4, -0.9], [-0.9, -0.1, -0.2], [-1.3, 0.4, 0.3], [-0.4, -0.3, 0.7], [1.4, -0.3, 0.8], [0.0, 0.4, -0.4], [0.2, 0.5, -0.5], [-0.2, -0.5, -0.2], [-0.4, 0.1, 0.4], [-1.5, -1.5, -0.7], [0.0, -0.6, 0.5], [0.6, -0.4, 0.1], [0.2, 1.2, 0.0], [0.0, 0.6, 0.1], [0.3, 0.1, 0.3], [-0.1, -0.1, -0.4], [-0.2, -0.1, 0.0], [0.2, 0.0, -0.3], [-0.5, 0.2, 0.0], [0.1, -0.1, 0.2], [1.1, -0.6, 0.4], [1.7, -1.4, -3.5], [0.1, -1.1, 1.2], [0.1, 1.0, -0.7], [-0.3, -0.8, -0.3], [-1.7, 3.0, 2.3], [0.0, 0.1, 0.1], [-0.3, 0.5, 0.3], [0.3, 0.2, -0.4], [0.0, -0.2, -0.1], [0.6, 0.1, 0.3], [-0.4, -0.5, -0.4], [-0.2, 0.2, 0.1], [-0.2, -0.3, 0.2], [-0.3, 0.3, 0.8], [0.0, -0.4, 1.2], [-0.6, -0.2, -1.4], [-0.8, 0.1, -0.1], [0.9, -1.3, -0.3], [2.8, -0.2, -0.2], [-2.5, -1.6, -1.7], [-0.2, 1.0, -0.2], [-1.5, 0.7, 1.4], [-0.2, 0.1, -0.1], [0.1, -0.2, 0.3], [0.2, -0.4, -0.1], [-0.1, -0.1, -0.2], [0.3, 0.7, 0.7], [0.8, 0.1, 0.1], [-0.3, 0.4, -0.1], [0.3, 0.3, 0.3], [0.3, 0.1, 0.3], [0.5, 0.5, 0.3], [-0.6, 0.0, -0.5], [0.8, 0.8, 0.7], [-1.9, 0.2, 1.5], [1.1, -1.2, -1.3], [-1.4, -0.7, 0.4], [0.4, 0.8, -1.4], [0.8, -0.4, -0.4], [-0.3, -0.1, -0.4], [-0.1, 0.0, -0.1], [0.1, 0.0, 0.2], [-0.1, -0.4, 0.1], [0.1, 0.1, 0.2], [0.3, 0.6, 0.3], [-0.7, -0.2, 0.6], [0.7, 0.4, -0.2], [0.1, 0.0, -0.3], [-0.4, -0.2, -0.3], [0.5, -0.1, 0.3]],
  "total_energy_ha": -1364.02178,
  "gap_ev": 4.515
}